Record 1
A molecular structure, C42H53Cl5N8O3Y in a non-equilibrium geometry. Source: the OMol25 dataset; level of theory: ωB97M-V/def2-TZVPD.

Each line ends with the Mulliken charge.
Atoms and positions in Å:
Y: -0.7255 -0.2209 0.6777  -0.9310
C: -2.8850 -1.5733 -1.7189  -1.1319
N: -1.8338 -2.2899 -0.9694  0.8439
C: -1.2504 -3.2236 -1.8845  -1.5558
C: -2.4537 -3.0279 0.1725  -1.5812
C: -3.4034 -2.1750 1.0092  1.4622
C: -4.6474 -2.7556 1.4109  -0.8379
C: -5.5548 -2.0043 2.0916  -0.7071
C: -5.2304 -0.6845 2.4336  -1.0025
C: -4.0099 -0.1952 2.0838  -0.1511
C: -3.0713 -0.8844 1.3108  0.4572
H: -2.4468 -0.9414 -2.4924  0.2856
H: -3.4249 -0.9010 -1.1014  0.3028
H: -3.6724 -2.2610 -2.1438  0.3549
H: -1.9681 -3.9917 -2.1525  0.5288
H: -0.4478 -3.7712 -1.3749  0.3287
H: -0.8070 -2.7349 -2.7834  0.3535
H: -1.6381 -3.4235 0.7502  0.4150
H: -3.0206 -3.8021 -0.3192  0.6398
H: -4.8979 -3.7659 1.0863  0.4202
H: -6.4789 -2.5931 2.3158  0.3081
H: -5.9308 -0.0825 3.0340  0.4065
H: -3.7540 0.8309 2.3693  0.2030
Cl: -1.1382 1.0458 3.7298  -0.0818
C: 0.6232 1.0538 3.5268  0.8901
C: 1.1197 0.8179 2.2371  -0.7359
C: 2.4648 1.0489 2.0629  0.9633
Cl: 3.0792 0.9713 0.4188  -0.0502
C: 3.3352 1.4121 3.0776  0.0907
Cl: 4.9449 1.9063 2.7437  -0.1904
C: 2.8114 1.4946 4.3741  0.3359
Cl: 3.8094 1.9759 5.6884  -0.1969
C: 1.4917 1.2045 4.6395  -0.3405
Cl: 0.8168 1.2641 6.1982  -0.1517
C: 1.5852 -2.9295 -5.4201  -0.7418
C: 2.8790 -3.3116 -4.6587  -0.6762
N: 3.7168 -2.1669 -4.2005  0.3112
C: 4.7486 -1.6202 -5.0828  -0.6234
C: 4.2859 -0.7368 -6.1981  -0.9179
C: 3.4898 -1.5280 -3.0095  0.3826
O: 3.8499 -0.3469 -2.7819  -0.6310
C: 2.7270 -2.1968 -1.9101  -0.2347
C: 3.1012 -3.3257 -1.2762  0.1979
C: 2.4648 -3.6997 -0.1358  -1.7964
C: 1.3811 -2.8999 0.2539  -0.7086
N: 0.9763 -1.7711 -0.3614  1.7806
C: 1.6356 -1.4398 -1.5078  -1.5416
H: 0.9629 -3.8424 -5.6682  0.3617
H: 1.8728 -2.4301 -6.3469  0.2532
H: 1.0079 -2.3014 -4.7256  0.0608
H: 3.5286 -3.9695 -5.2394  0.4376
H: 2.5885 -3.7780 -3.7218  0.2919
H: 5.2560 -2.5272 -5.5051  0.3798
H: 5.4199 -1.0435 -4.4671  0.3740
H: 3.6512 -1.2128 -6.9196  0.3165
H: 5.1556 -0.3715 -6.6763  0.4452
H: 3.8043 0.1315 -5.7267  0.0488
H: 3.8984 -3.9380 -1.5785  0.7046
H: 2.5806 -4.6045 0.3974  0.5406
H: 0.8407 -3.1173 1.1522  0.5622
H: 1.3587 -0.6153 -2.1027  0.2800
C: 0.2225 -2.9965 7.0704  -1.8032
C: 0.0365 -2.7551 5.6403  1.4913
C: -1.1982 -2.6223 5.1414  -1.1986
C: -1.3355 -2.2404 3.8376  -0.6455
N: -0.3352 -1.9837 3.0056  0.6643
C: 0.8770 -2.1783 3.5564  -0.0698
C: 1.1307 -2.5535 4.8436  -1.4249
H: 1.1345 -2.7454 7.5814  0.3927
H: 0.1186 -4.0473 7.3901  0.3506
H: -0.5261 -2.5081 7.7272  0.3687
H: -2.0062 -2.7013 5.7986  0.5761
H: -2.2589 -1.9699 3.4290  0.2836
H: 1.6372 -1.8951 2.8076  0.4319
H: 2.1224 -2.5741 5.2123  0.4769
C: -0.3004 3.7883 2.2907  -1.3329
N: -1.6660 3.8904 1.8059  0.4599
C: -2.4607 5.0481 2.4565  -0.5391
C: -3.8511 4.9640 1.8645  -0.7259
C: -3.7701 4.6087 0.3398  -0.6463
N: -3.1673 3.2751 0.1918  0.1955
C: -3.7099 2.3393 -0.7717  -0.8334
C: -2.0511 3.0072 0.9054  -0.6015
O: -1.3915 1.9807 0.5963  0.9364
H: -0.2718 3.4407 3.3488  0.3945
H: 0.0988 4.7886 2.1743  0.6413
H: 0.3771 3.2222 1.6265  -0.0489
H: -1.9094 5.9782 2.1235  0.3398
H: -2.3957 4.9850 3.5415  0.3438
H: -4.2020 5.9843 1.9878  0.4212
H: -4.5535 4.3548 2.4474  0.3182
H: -3.0503 5.3578 -0.1111  0.2638
H: -4.7483 4.6297 -0.1354  0.4147
H: -3.3150 2.5222 -1.7942  0.1946
H: -4.7458 2.5798 -0.8857  0.4585
H: -3.5449 1.3546 -0.4039  0.0714
N: -0.5781 0.7891 -1.4818  -0.5002
C: 0.2989 1.4765 -1.8204  0.6524
N: 1.2076 2.2615 -2.3256  0.3372
C: 1.4537 3.5602 -1.6889  0.1206
C: 1.5538 4.5859 -2.8073  -0.9183
O: 2.6145 4.1727 -3.6275  -0.4506
C: 2.4008 2.9356 -4.3258  -0.7625
C: 2.2520 1.8676 -3.3313  -0.2095
H: 2.3740 3.5457 -1.1275  0.3008
H: 0.6546 3.8072 -0.9714  -0.0627
H: 1.7925 5.4955 -2.3758  0.4510
H: 0.6073 4.6102 -3.3675  0.3670
H: 3.2393 2.6960 -4.9703  0.3068
H: 1.5080 3.1146 -4.9147  0.4153
H: 3.1341 1.6781 -2.7033  0.3623
H: 1.9244 0.9450 -3.8859  0.1688

Total charge: +1
Energy above the lowest of the compared OMol25 structures with the same formula, charge and spin, eV: 2.3251
E_LUMO, eV: -2.212
Multiplicity: 1
Strongest force on any atom, eV/Å: 3.2
Orbital gap, eV: 8.05


Record 2
A molecular structure, C30H45F3N8O3RbSSi in a non-equilibrium geometry. Source: the OMol25 dataset; level of theory: ωB97M-V/def2-TZVPD.

Each line ends with the Mulliken charge.
Atoms and positions in Å:
Rb: 0.0308 -1.3516 1.1872  0.7410
C: 4.0660 0.6768 0.6762  -0.4337
C: 4.1341 -0.8029 0.4089  0.2477
C: 5.3570 -1.4564 0.3969  -0.6429
C: 5.3260 -2.8399 0.1946  -0.7141
C: 4.1351 -3.4812 0.0039  -0.4306
C: 2.8927 -2.7551 -0.0079  0.0598
N: 2.9627 -1.4019 0.2234  0.3042
N: 1.7089 -3.2855 -0.2194  0.2051
Si: 1.2358 -4.8827 -0.5217  -0.2472
C: 1.6032 -6.0407 0.9334  -0.9235
C: -0.6240 -4.8867 -0.7921  -0.7475
C: 1.9946 -5.6004 -2.1028  -1.0339
H: 5.0136 1.1750 0.4614  0.3721
H: 3.8218 0.8614 1.7257  0.2386
H: 3.2782 1.1294 0.0750  -0.2006
H: 6.2800 -0.9129 0.5450  0.3950
H: 6.2471 -3.4152 0.1874  0.3688
H: 4.1230 -4.5517 -0.1563  0.2780
H: 1.1336 -5.6629 1.8422  0.2124
H: 2.6765 -6.1045 1.1212  0.3049
H: 1.2315 -7.0544 0.7619  0.3368
H: -1.1649 -4.4503 0.0512  0.1219
H: -1.0209 -5.8912 -0.9514  0.3460
H: -0.8668 -4.2888 -1.6741  0.1108
H: 3.0833 -5.6532 -2.0645  0.3017
H: 1.7266 -4.9702 -2.9524  0.2741
H: 1.6179 -6.6073 -2.3034  0.3294
C: 1.6383 2.5775 -3.3263  -1.1391
N: 1.6380 1.8822 -2.0587  0.4022
C: 1.5005 0.4450 -2.1854  -0.4510
C: 1.1355 2.4881 -0.9263  -0.2851
N: 0.4470 1.7863 -0.1023  0.8089
C: 0.2129 2.2028 1.2079  -0.3008
C: 1.2436 2.6642 1.9985  -0.4173
C: 1.0224 3.0694 3.3244  -1.2535
C: -0.2308 3.0068 3.8555  -0.9911
C: -1.3073 2.4800 3.1007  1.8064
C: -2.5822 2.3705 3.7027  -0.9327
C: -3.6155 1.7975 3.0263  -0.9739
C: -3.4152 1.3129 1.7244  -0.7704
C: -2.1989 1.4212 1.0862  0.5522
N: -2.0149 0.7345 -0.1268  0.7073
C: -2.8214 0.9150 -1.1048  -0.1005
N: -2.9549 -0.0737 -2.0683  0.1320
C: -2.3404 -1.3592 -1.7831  -0.4858
C: -2.9005 0.3003 -3.4654  -1.1368
N: -3.5917 2.0490 -1.3637  0.5030
C: -3.1664 3.3437 -0.8971  -0.8973
C: -5.0020 1.9230 -1.6426  -1.2645
C: -1.0970 2.0378 1.7700  -0.6760
N: 1.4504 3.8465 -0.8391  0.4552
C: 0.6264 4.7842 -0.1163  -0.8244
C: 2.8219 4.2722 -1.0012  -1.3189
H: 2.5276 2.3085 -3.9028  0.3263
H: 1.6279 3.6543 -3.1811  0.4378
H: 0.7565 2.3020 -3.9222  0.2636
H: 2.3188 0.0557 -2.7930  0.4285
H: 0.5469 0.1850 -2.6629  -0.0776
H: 1.5343 -0.0211 -1.2049  -0.0956
H: 2.2390 2.7159 1.5768  0.5224
H: 1.8526 3.4338 3.9172  0.4089
H: -0.4215 3.3217 4.8740  0.4012
H: -2.7013 2.7075 4.7249  0.3580
H: -4.5787 1.6591 3.4991  0.3507
H: -4.2077 0.7639 1.2313  0.5056
H: -2.5840 -1.6706 -0.7711  0.1187
H: -1.2489 -1.3267 -1.8921  0.1012
H: -2.7351 -2.0911 -2.4899  0.3111
H: -3.2876 1.3072 -3.6035  0.4061
H: -3.5023 -0.3917 -4.0595  0.3057
H: -1.8715 0.2696 -3.8522  0.2528
H: -2.0857 3.3359 -0.7769  0.0555
H: -3.6162 3.6265 0.0625  0.2816
H: -3.4293 4.0978 -1.6468  0.4048
H: -5.2291 0.9013 -1.9372  0.3963
H: -5.2982 2.5972 -2.4536  0.3329
H: -5.6012 2.1718 -0.7563  0.2993
H: -0.3783 4.3902 0.0129  0.0709
H: 0.5651 5.7159 -0.6896  0.4010
H: 1.0219 5.0098 0.8813  0.2919
H: 3.4052 3.4898 -1.4814  0.3852
H: 3.2774 4.4914 -0.0257  0.3269
H: 2.8773 5.1796 -1.6123  0.3227
F: -2.1724 -3.5875 4.9225  -0.2383
C: -2.0605 -3.5130 3.5928  0.5342
F: -0.7587 -3.7062 3.2844  -0.2420
F: -2.7529 -4.5350 3.0834  -0.2460
S: -2.5868 -1.8689 2.9070  1.0444
O: -3.8638 -1.6036 3.5138  -0.6613
O: -1.4883 -1.0136 3.3130  -0.7329
O: -2.5914 -2.1346 1.4795  -0.6750

Total charge: -1
Energy above the lowest of the compared OMol25 structures with the same formula, charge and spin, eV: 0.2750
E_LUMO, eV: 2.060
Multiplicity: 1
Strongest force on any atom, eV/Å: 1.2
Orbital gap, eV: 6.07


Record 3
3 unconnected molecules or ions with the total composition C20H39F2NO4P in a non-equilibrium geometry. Source: the OMol25 dataset; level of theory: ωB97M-V/def2-TZVPD.

Each line ends with the Mulliken charge.
Atoms and positions in Å:
C: 2.6917 -1.7721 2.0281  -1.0097
C: 2.9399 -3.3035 1.7777  0.4226
F: 4.2458 -3.6923 2.1293  -0.3668
C: 2.6381 -3.7297 0.2659  -1.0378
C: 1.0878 -3.8890 0.1748  0.1992
C: 0.3338 -4.9535 0.7905  -0.4977
C: -1.1334 -4.9499 0.6509  -0.4650
C: -1.8127 -3.8923 -0.0931  0.3985
C: -3.3714 -3.8730 -0.2205  -0.6111
C: -3.9221 -3.7796 1.2771  -0.3920
F: -5.1440 -3.1025 1.3504  -0.2926
C: -0.9542 -2.8475 -0.6791  0.1628
P: -1.7404 -1.4054 -1.6150  -0.0031
C: -2.4289 -0.3313 -0.1999  -0.7920
C: -0.4071 -0.3272 -2.3777  -0.9493
N: 0.4202 -2.8930 -0.5275  0.1756
H: 3.4085 -1.4317 2.8236  0.3364
H: 2.7952 -1.1610 1.0932  0.1361
H: 1.6531 -1.5823 2.4220  0.4127
H: 2.1657 -3.8502 2.3907  0.3184
H: 3.1882 -4.6562 -0.0243  0.3883
H: 2.9979 -2.8685 -0.3666  0.3382
H: 0.8946 -5.7263 1.3647  0.4661
H: -1.6805 -5.7857 1.1475  0.3851
H: -3.7693 -4.7717 -0.7524  0.3983
H: -3.7340 -2.9286 -0.7137  0.2062
H: -3.9236 -4.7923 1.7504  0.3055
H: -3.1671 -3.1583 1.8411  0.3497
H: -1.6836 -0.4518 0.6395  0.2801
H: -2.5422 0.7320 -0.5244  0.3316
H: -3.3811 -0.8226 0.1157  0.2302
H: 0.2465 -0.8473 -3.1179  0.3647
H: -0.9206 0.5557 -2.8449  0.3153
H: 0.2139 0.0853 -1.5242  0.2621
H: 0.9728 -2.1423 -0.9489  0.2434
C: -4.9347 5.7237 -0.2631  -0.6836
O: -4.9220 5.5755 -1.6753  -0.3699
C: -3.7457 4.9314 -2.1459  -0.6040
C: -4.0080 3.4701 -2.4740  -0.3554
O: -4.3104 2.7193 -1.3004  -0.2665
C: -5.7039 2.4742 -1.1590  -0.8299
H: -5.9435 6.0058 0.0382  0.2505
H: -4.6673 4.7955 0.2481  0.2698
H: -4.2451 6.5205 0.0341  0.3264
H: -2.9307 5.0291 -1.4214  0.3124
H: -3.4447 5.4474 -3.0629  0.3923
H: -3.0972 3.0385 -2.9034  0.2759
H: -4.8068 3.3734 -3.2154  0.3494
H: -6.0205 1.7101 -1.8748  0.3197
H: -6.2921 3.3818 -1.3080  0.3727
H: -5.8831 2.1050 -0.1489  0.2557
C: 5.5234 -0.1440 0.2854  -0.8224
O: 4.4498 0.7117 0.6514  -0.3223
C: 4.6660 1.3418 1.9128  -0.3992
C: 5.1280 2.7802 1.7440  -0.7459
O: 6.4200 2.8421 1.1548  -0.3707
C: 6.3748 3.1666 -0.2273  -0.6726
H: 5.4058 -0.4037 -0.7678  0.2254
H: 6.4937 0.3391 0.4160  0.4152
H: 5.4865 -1.0645 0.8798  0.3258
H: 5.3791 0.7710 2.5157  0.3930
H: 3.7049 1.3419 2.4377  0.3546
H: 5.2056 3.2412 2.7335  0.3964
H: 4.4039 3.3577 1.1604  0.3572
H: 6.1375 4.2268 -0.3516  0.3304
H: 5.6394 2.5611 -0.7629  0.2647
H: 7.3596 2.9752 -0.6530  0.2453

Total charge: +1
E_LUMO, eV: -4.329
Multiplicity: 1
Strongest force on any atom, eV/Å: 2.4
Orbital gap, eV: 6.78


Record 4
A molecular structure, C37H46GeN5NdO3S3 in a non-equilibrium geometry. Source: the OMol25 dataset; level of theory: ωB97M-V/def2-TZVPD.

Each line ends with the Löwdin spin population.
Atoms and positions in Å:
Nd: 0.6383 -1.3234 0.6586  3.0165
C: 5.9791 -3.9191 0.4253  -0.0001
S: 5.5782 -2.8208 1.8066  0.0000
C: 3.9476 -2.2146 1.4679  0.0002
S: 3.1932 -2.4959 -0.0205  -0.0029
N: 3.5613 -1.4874 2.5001  -0.0002
N: 2.2944 -1.0245 2.5065  -0.0017
C: 1.9713 -0.2332 3.4685  -0.0001
C: 0.5766 0.1281 3.6823  0.0001
C: 0.1600 0.6075 4.9244  -0.0002
C: -1.1838 0.8247 5.1554  0.0003
C: -2.0876 0.5883 4.1287  -0.0001
C: -1.5951 0.1440 2.9161  0.0006
N: -0.3059 -0.0942 2.6891  -0.0022
H: 7.0221 -3.7499 0.1691  0.0000
H: 5.3308 -3.6763 -0.4118  -0.0001
H: 5.8384 -4.9527 0.7347  0.0000
H: 2.7114 0.1013 4.1930  0.0000
H: 0.8951 0.7702 5.7018  0.0000
H: -1.5324 1.1627 6.1222  0.0000
H: -3.1481 0.7432 4.2674  0.0000
H: -2.2652 -0.0335 2.0801  0.0002
C: 1.4096 -2.9295 5.8071  0.0000
N: 2.1074 -3.7073 4.7982  -0.0001
C: 3.5443 -3.7676 5.0114  0.0000
C: 1.5108 -4.0301 3.6216  -0.0002
S: 0.0660 -3.2662 3.1453  -0.0010
N: 2.0357 -5.0582 2.9284  -0.0001
C: 1.5421 -5.4558 1.6197  0.0002
C: 2.8261 -6.0913 3.5823  0.0000
H: 1.6664 -3.3296 6.7907  0.0000
H: 0.3392 -3.0048 5.6534  0.0000
H: 1.6978 -1.8749 5.7694  0.0000
H: 3.9080 -2.7666 5.2506  0.0000
H: 4.0612 -4.0876 4.1159  0.0000
H: 3.7955 -4.4368 5.8402  0.0000
H: 1.1575 -4.6187 1.0537  0.0002
H: 0.7385 -6.1931 1.7232  0.0000
H: 2.3660 -5.9012 1.0619  0.0000
H: 2.7909 -5.9758 4.6617  0.0000
H: 3.8672 -6.0746 3.2506  0.0000
H: 2.3962 -7.0622 3.3292  0.0000
O: 1.8794 0.3721 -0.1221  -0.0004
C: 0.8960 0.6767 -0.8433  -0.0003
O: -0.2817 0.3519 -0.5036  -0.0011
C: 1.1445 1.4070 -2.1456  -0.0001
C: -0.0379 1.3602 -3.1198  0.0001
Ge: -1.2468 2.9348 -3.0676  0.0000
C: -2.3979 3.3901 -1.5297  0.0000
C: -3.1708 4.5414 -1.6950  0.0000
C: -4.0658 4.9473 -0.7183  0.0000
C: -4.2047 4.2023 0.4443  0.0000
C: -3.4451 3.0562 0.6201  0.0000
C: -2.5475 2.6506 -0.3606  0.0000
C: -0.0657 4.4705 -3.4380  0.0000
C: 0.7472 4.4344 -4.5717  0.0000
C: 1.6193 5.4733 -4.8590  0.0000
C: 1.6942 6.5697 -4.0111  0.0000
C: 0.8987 6.6166 -2.8757  0.0000
C: 0.0277 5.5733 -2.5927  0.0000
C: -2.4906 2.7102 -4.5826  0.0000
C: -2.4943 3.5577 -5.6872  0.0000
C: -3.3731 3.3462 -6.7412  0.0000
C: -4.2631 2.2834 -6.7031  0.0000
C: -4.2772 1.4358 -5.6034  0.0000
C: -3.3972 1.6507 -4.5541  0.0000
H: 2.0421 0.9549 -2.5703  -0.0001
H: 1.4159 2.4367 -1.8908  -0.0001
H: -0.5976 0.4339 -2.9922  0.0000
H: 0.3459 1.3649 -4.1421  0.0000
H: -3.0684 5.1231 -2.6061  0.0000
H: -4.6572 5.8426 -0.8643  0.0000
H: -4.9052 4.5171 1.2078  0.0000
H: -3.5535 2.4750 1.5283  0.0000
H: -1.9566 1.7589 -0.2154  0.0000
H: 0.6957 3.5810 -5.2406  0.0000
H: 2.2450 5.4277 -5.7417  0.0000
H: 2.3733 7.3822 -4.2355  0.0000
H: 0.9610 7.4664 -2.2073  0.0000
H: -0.5876 5.6142 -1.7005  0.0000
H: -1.8051 4.3944 -5.7235  0.0000
H: -3.3619 4.0120 -7.5955  0.0000
H: -4.9440 2.1173 -7.5282  0.0000
H: -4.9740 0.6075 -5.5672  0.0000
H: -3.4155 0.9875 -3.6941  0.0000
C: -2.0406 -2.1511 -1.6756  0.0001
C: -1.3704 -3.2225 -0.8033  0.0009
C: -2.1882 -3.4178 0.4828  -0.0001
O: -0.0403 -2.9112 -0.5191  -0.0083
H: -3.0375 -2.4726 -1.9827  0.0000
H: -1.4418 -1.9809 -2.5722  0.0000
H: -2.1243 -1.2091 -1.1281  0.0001
H: -1.4124 -4.1694 -1.3658  -0.0002
H: -2.0959 -2.5334 1.1265  -0.0001
H: -1.8125 -4.2721 1.0433  0.0000
H: -3.2423 -3.5823 0.2544  0.0000

Total charge: 0
Energy above the lowest of the compared OMol25 structures with the same formula, charge and spin, eV: 0.0000
E_LUMO (alpha / beta), eV: -0.545 / -0.542
Multiplicity: 4
Strongest force on any atom, eV/Å: 3.4
Orbital gap (alpha / beta), eV: 7.14 / 7.15